No. 1
{"formula": "C43H39CoI2N6OP2Se2Si", "method": "ωB97M-V with the def2-TZVPD basis set", "charge": -1, "lumo_ha": [0.0688, 0.0207], "orbital_gap_ev": [7.139, 6.501], "largest_force_ha_per_bohr": 0.0025, "multiplicity": 2, "species": ["H", "C", "C", "C", "P", "H", "C", "C", "C", "C", "H", "H", "Si", "H", "H", "H", "C", "H", "C", "C", "P", "N", "N", "C", "H", "H", "H", "H", "H", "H", "H", "I", "C", "N", "C", "C", "C", "C", "H", "C", "H", "N", "H", "C", "H", "H", "C", "C", "C", "C", "H", "H", "H", "H", "C", "C", "C", "C", "Se", "C", "C", "I", "H", "C", "N", "C", "H", "C", "H", "C", "C", "Se", "C", "Co", "C", "C", "H", "H", "H", "H", "C", "H", "C", "H", "H", "C", "H", "C", "O", "N", "C", "H", "C", "H", "H", "C", "H"], "positions_angstrom": [[-1.681, 1.628, -6.102], [-3.417, -2.810, -3.570], [-0.673, 4.285, 0.428], [0.004, -0.817, -0.012], [-1.332, -1.085, 1.121], [-0.192, -0.713, 5.954], [-2.486, 3.071, 0.124], [-1.377, -2.186, -4.679], [5.236, -1.387, 0.989], [-1.273, -1.080, -3.853], [-3.078, 2.439, -5.392], [-1.910, 3.368, -6.344], [-1.026, 2.875, -4.057], [2.857, 3.790, -0.937], [-3.517, 2.769, 0.199], [-1.941, -6.683, 1.675], [1.427, -3.653, 2.840], [1.495, -3.472, 6.219], [6.264, -0.471, 1.164], [4.663, 1.325, 1.202], [2.577, -2.166, 0.789], [-1.560, 2.423, -0.527], [0.847, -0.081, -1.873], [2.103, -2.473, 2.528], [-2.960, -5.173, 3.348], [-0.630, -2.006, 3.916], [0.814, 3.958, -5.353], [-0.625, -2.377, -5.434], [1.202, 2.270, -4.975], [-1.711, 5.270, -4.044], [-0.439, -0.403, -3.969], [-5.655, 4.181, -1.235], [-1.663, 4.477, -3.291], [-2.666, -5.142, -6.066], [-0.395, -0.192, 5.027], [3.920, -0.948, 0.926], [5.978, 0.882, 1.273], [2.345, -2.024, 4.885], [1.099, 2.159, -1.554], [1.657, -3.188, 5.187], [4.434, 2.381, 1.269], [1.804, -0.739, -1.272], [-2.696, -2.736, 3.134], [-0.909, 1.131, 2.649], [5.444, -2.445, 0.883], [-4.066, -1.538, -2.007], [-1.816, -5.612, 1.583], [-0.658, -0.926, 3.877], [-0.393, 3.169, -0.370], [-3.295, -1.702, -2.746], [-0.673, -5.740, -0.232], [-1.131, 1.640, 1.720], [-4.261, -3.480, -3.463], [3.099, -0.749, 3.342], [-2.452, -3.063, -4.540], [-0.936, -3.716, 0.399], [1.187, -3.998, 4.159], [-0.367, 1.192, 4.985], [-3.108, -0.266, 0.238], [3.635, 0.413, 1.024], [-0.611, 1.855, 3.788], [-4.269, 1.583, -2.540], [-0.380, -3.313, -0.438], [-2.220, -0.813, -2.859], [-0.246, -0.105, -1.140], [-2.384, -4.765, 2.527], [0.060, 6.087, 1.380], [-1.477, -2.867, 1.363], [1.364, 3.513, -3.732], [2.558, -1.659, 3.562], [-2.568, -4.217, -5.388], [3.087, -3.978, -0.149], [-2.226, -3.393, 2.413], [-1.926, 0.730, -1.710], [-0.937, -0.264, 2.688], [0.889, 2.979, -0.883], [-0.578, 2.936, 3.741], [2.721, -1.390, 5.679], [-1.002, 4.823, -2.490], [-2.603, 4.879, 1.165], [-2.017, 2.552, -5.623], [1.123, -4.318, 2.043], [1.855, 3.908, -0.543], [-0.151, 1.756, 5.884], [2.613, 0.765, 0.947], [-1.105, -5.087, 0.514], [0.655, -4.914, 4.383], [1.332, -1.218, -0.104], [-1.030, 1.615, -3.062], [-2.019, 4.187, 0.730], [1.565, 5.012, 0.273], [-2.667, 4.353, -2.878], [0.756, 3.186, -4.580], [6.782, 1.596, 1.402], [7.289, -0.814, 1.205], [0.294, 5.225, 0.768], [2.350, 5.721, 0.505]]}

=====

No. 2
{"formula": "C21H36GeN3O2PtSe", "method": "ωB97M-V with the def2-TZVPD basis set", "charge": 1, "lumo_ha": [-0.1053, -0.1426], "orbital_gap_ev": [7.464, 7.506], "largest_force_ha_per_bohr": 0.0052, "multiplicity": 3, "species": ["C", "N", "H", "H", "C", "N", "H", "O", "H", "C", "C", "C", "H", "H", "H", "C", "H", "H", "H", "C", "Ge", "C", "C", "H", "H", "H", "O", "H", "H", "H", "C", "H", "C", "C", "H", "H", "H", "H", "Pt", "Se", "C", "N", "H", "H", "H", "C", "H", "H", "H", "H", "C", "H", "H", "H", "H", "H", "H", "H", "C", "H", "C", "C", "C", "C", "C"], "positions_angstrom": [[1.857, 2.138, -2.468], [-1.355, 0.631, 0.611], [-0.724, -2.845, 5.221], [-1.012, -0.826, -6.650], [-0.949, 2.641, -4.380], [-0.258, -2.030, 0.118], [1.503, 0.018, -4.690], [3.286, 2.964, 1.432], [-0.770, -1.619, -1.896], [3.213, 1.512, 3.785], [3.082, 0.806, 4.940], [-0.293, -2.400, -1.312], [-2.518, 2.176, -0.266], [-2.685, 1.421, 2.051], [-0.368, -1.574, 3.148], [1.294, -0.454, 3.895], [2.182, 2.294, -3.494], [0.548, -1.245, -3.959], [-3.383, 0.086, -4.343], [2.538, 2.015, 1.425], [-0.945, 0.706, -4.611], [-2.507, -0.053, -3.707], [-1.669, 1.018, 1.995], [-0.159, 0.676, -7.032], [-1.200, 1.526, -1.282], [-1.037, 2.929, -3.333], [1.783, 1.671, 0.425], [1.382, -3.305, 0.426], [0.738, -2.450, 7.189], [-0.051, 3.100, -4.792], [0.073, -2.115, 5.158], [-0.195, -4.066, 0.721], [2.385, 1.187, 2.693], [0.389, -3.148, 0.841], [2.517, -0.749, 7.071], [-0.961, 1.777, 2.323], [-2.398, -1.124, -3.530], [3.711, 1.013, 5.798], [0.756, -0.114, 0.424], [1.546, 0.236, -2.239], [-1.488, 1.805, -0.270], [1.476, 0.235, 2.723], [-1.924, 0.658, -6.951], [0.725, -2.533, -1.670], [-2.230, -0.452, -0.940], [1.884, -0.948, 6.214], [-1.636, -1.883, 1.690], [-2.292, -2.634, 0.246], [-1.810, 3.047, -4.913], [0.487, -2.915, 1.895], [0.269, -1.418, 4.000], [2.640, 2.414, -1.770], [0.961, 2.710, -2.253], [-0.842, -3.339, -1.440], [-0.817, 2.587, 0.081], [3.927, 2.311, 3.655], [-2.711, 0.454, -2.764], [-3.223, -0.368, 0.507], [-1.646, -1.826, 0.605], [-1.587, 0.162, 2.659], [0.710, -0.165, -3.963], [2.098, -0.203, 5.029], [-1.015, 0.254, -6.504], [-2.197, -0.488, 0.147], [0.898, -1.887, 6.280]]}

=====

No. 3
{"formula": "C68H50F3NO23", "method": "ωB97M-V with the def2-TZVPD basis set", "charge": 0, "lumo_ha": -0.0691, "orbital_gap_ev": 7.583, "largest_force_ha_per_bohr": 0.0323, "species": ["N", "H", "C", "C", "C", "C", "O", "C", "O", "H", "H", "O", "C", "H", "O", "H", "C", "C", "O", "C", "O", "C", "F", "O", "H", "C", "O", "H", "H", "C", "C", "C", "C", "C", "C", "H", "O", "O", "H", "O", "C", "O", "C", "C", "H", "C", "C", "H", "H", "C", "C", "H", "F", "O", "C", "C", "C", "O", "H", "O", "H", "H", "C", "C", "H", "O", "C", "H", "H", "O", "H", "H", "C", "C", "H", "O", "C", "O", "O", "O", "C", "C", "C", "H", "H", "H", "H", "C", "H", "C", "O", "H", "C", "F", "H", "C", "H", "H", "C", "C", "C", "H", "H", "C", "C", "C", "C", "H", "C", "C", "H", "C", "H", "C", "C", "H", "C", "C", "H", "H", "C", "C", "C", "C", "C", "H", "C", "H", "H", "H", "H", "C", "C", "C", "H", "H", "C", "H", "C", "H", "C", "C", "O", "C", "H"], "positions_angstrom": [[1.887, 1.084, 3.126], [-0.406, 1.728, -5.934], [1.220, 1.864, 2.418], [4.359, -0.058, -9.566], [5.198, -0.743, -6.907], [-0.642, 1.418, -6.945], [-5.217, 2.821, 1.843], [-1.544, 0.476, -7.205], [-1.221, 0.261, 3.104], [3.178, 1.506, -8.587], [7.040, -5.384, -1.443], [0.268, -5.564, 0.472], [5.686, 4.565, 2.160], [-4.611, 4.237, 3.156], [4.001, 0.232, -10.686], [2.412, 0.438, 2.551], [-6.429, 4.379, 9.087], [6.850, -4.846, -4.462], [-4.164, 3.424, 6.528], [-5.202, 3.769, 7.056], [7.317, -8.487, 1.744], [3.113, 7.658, 2.235], [-6.703, 1.859, 0.638], [0.924, 2.958, -7.801], [3.919, 3.623, 3.060], [5.260, -7.385, 1.436], [-2.994, 1.515, 2.486], [7.514, 5.165, 1.110], [8.178, -6.943, -7.536], [-11.984, 0.223, 3.949], [-6.324, -4.210, 1.961], [6.860, 4.320, 1.285], [3.714, 7.010, -0.145], [-9.662, -0.081, 2.297], [-1.110, 0.752, -9.693], [-1.347, 0.440, -10.702], [8.123, -6.367, -3.133], [-3.062, -3.221, 2.936], [0.394, 2.648, 4.189], [-11.427, 2.511, 3.953], [-2.100, 3.483, 3.462], [1.741, -0.491, 0.829], [-3.614, -5.049, 1.536], [5.682, -1.498, -8.089], [-4.380, 3.840, 9.085], [3.867, 0.694, -8.385], [-5.289, 3.998, 8.518], [-3.417, 2.075, 4.327], [-2.225, 4.493, 3.135], [-0.167, -3.428, 1.352], [2.856, 5.997, -0.081], [3.034, -2.236, -0.626], [-7.206, 2.297, 2.659], [6.584, -4.964, -8.000], [4.993, 2.228, 1.886], [6.168, 1.979, 1.012], [-3.333, 2.574, 3.373], [4.595, -4.828, -0.935], [-2.568, -5.306, 1.424], [-6.884, -6.024, 0.570], [-1.769, 3.425, 4.482], [-5.568, -2.649, 3.175], [5.201, -5.691, -0.329], [6.462, -4.512, -5.693], [6.510, -4.309, -3.587], [-8.699, 4.934, 8.801], [-5.360, -3.509, 2.552], [5.787, -3.688, -5.888], [5.636, -1.722, -10.193], [-2.672, -0.787, -8.839], [6.360, -2.319, -7.894], [7.932, 2.920, 0.112], [1.795, -3.899, -0.192], [-6.207, 1.945, 1.858], [-6.343, 3.804, 5.195], [4.695, 8.843, 0.957], [-4.714, 3.168, 3.139], [-10.211, -2.370, 2.298], [5.551, -1.038, -5.783], [6.374, 0.889, 0.528], [2.163, -2.621, -0.110], [2.255, 6.646, 2.294], [7.083, 3.122, 0.752], [-6.516, 4.554, 10.151], [-12.842, 0.427, 4.576], [-4.369, -6.609, 0.323], [-8.478, 4.516, 6.246], [6.936, -5.266, -6.881], [0.342, 2.204, -10.212], [-7.571, 4.358, 6.816], [5.482, 5.660, 2.643], [1.667, 6.435, 3.179], [2.062, 5.736, 1.141], [-5.826, 0.736, 2.211], [2.702, 5.323, -0.910], [7.317, -6.868, 0.034], [-9.377, 2.006, 2.449], [-5.345, 2.852, 3.937], [0.603, -4.398, 0.539], [0.202, -2.154, 1.439], [8.228, -6.751, -5.431], [3.908, 0.916, -6.277], [8.358, -7.077, -0.178], [5.295, -1.181, -9.320], [-3.929, -3.870, 2.388], [-11.679, -1.003, 3.532], [6.620, -5.962, -0.644], [3.528, -6.254, 0.978], [-1.676, 1.301, 2.795], [1.399, -1.654, 0.720], [4.824, -7.968, 2.237], [4.770, 3.426, 2.419], [1.239, 1.808, 1.342], [-9.967, 1.144, 2.713], [7.765, -6.001, -4.236], [-7.373, -3.962, 2.069], [-7.662, 4.589, 8.283], [0.097, 2.101, -8.038], [-1.207, 2.909, 1.627], [-8.802, -0.284, 1.670], [-1.851, 0.069, -8.601], [-6.429, 3.977, 6.253], [-0.209, 1.694, -9.431], [0.366, 2.845, 3.132], [4.568, -6.471, 0.762], [-12.271, -1.870, 3.795], [-10.492, -1.253, 2.674], [4.303, 7.216, -1.029], [2.345, -4.624, -0.770], [3.276, 8.330, 3.067], [-1.032, -3.808, 1.874], [-11.151, 1.394, 3.572], [-6.009, -5.386, 1.110], [3.913, 7.922, 1.011], [-2.093, -0.034, -6.424], [8.888, -7.588, -5.244], [6.691, -7.655, 1.126], [0.747, 3.836, 2.954], [-4.578, -5.749, 0.946], [-0.342, -1.433, 2.038], [-1.052, 2.680, 2.674], [7.849, -6.407, -6.654], [1.284, 4.801, 1.205], [4.256, 0.379, -7.152], [4.337, 1.387, 2.064]]}

=====

No. 4
{"formula": "C26H48Cl6KLiN6NaO11S", "method": "ωB97M-V with the def2-TZVPD basis set", "charge": -1, "lumo_ha": -0.0188, "orbital_gap_ev": 3.326, "largest_force_ha_per_bohr": 0.0935, "species": ["H", "H", "C", "H", "H", "K", "H", "C", "C", "Cl", "C", "H", "Cl", "C", "C", "O", "Cl", "Cl", "H", "C", "C", "H", "O", "H", "C", "N", "C", "H", "H", "C", "H", "H", "H", "C", "N", "H", "H", "O", "H", "H", "H", "H", "H", "O", "C", "C", "H", "C", "C", "H", "N", "O", "O", "H", "H", "H", "Cl", "C", "H", "H", "C", "H", "H", "H", "N", "C", "H", "H", "O", "H", "O", "H", "Na", "H", "C", "Cl", "O", "H", "O", "H", "C", "H", "C", "H", "H", "O", "C", "H", "Li", "H", "C", "S", "H", "C", "N", "H", "H", "H", "N", "C", "H"], "positions_angstrom": [[-1.399, -1.662, -1.355], [1.562, -0.262, -5.813], [2.061, -4.194, -0.400], [3.018, 0.317, -5.051], [2.898, -2.089, 2.924], [-1.224, 0.288, 1.291], [0.378, -2.974, -0.958], [4.171, 0.370, -0.624], [0.856, -5.060, 1.750], [-8.221, 0.837, -4.707], [-0.126, -0.663, 3.402], [2.201, -3.509, -3.258], [-7.446, 2.940, -6.549], [1.768, -2.791, -2.559], [-1.933, -2.900, 3.414], [1.750, 4.463, -3.127], [-11.121, 4.983, -5.515], [-9.483, 7.212, -6.399], [4.454, -2.116, 0.665], [-1.234, 2.700, -0.733], [0.381, 1.466, -2.306], [-3.826, 6.153, -2.681], [-1.542, 3.371, 3.611], [0.746, -5.899, -0.274], [3.094, -1.343, 2.133], [-0.898, 3.505, 4.685], [3.061, 0.063, 2.649], [-0.302, -2.418, -2.989], [0.712, 1.108, 2.187], [-0.298, -4.054, 1.778], [5.718, -1.297, 3.306], [0.189, 1.467, 3.808], [2.555, -2.134, -2.151], [1.467, -5.397, 0.377], [2.041, 0.080, -5.003], [0.543, -4.467, -1.895], [0.449, -5.994, 2.146], [3.741, 1.451, -0.073], [-8.598, 3.135, -4.520], [-2.323, -0.188, 3.428], [-2.755, -1.917, 5.218], [0.196, 5.798, -0.518], [-2.056, -2.287, 2.515], [3.202, 4.410, -4.733], [-2.280, 2.523, -0.155], [-1.518, -0.506, 4.117], [0.458, -1.344, 4.012], [4.478, -1.439, 1.530], [0.029, 2.702, -1.519], [2.961, 0.724, 1.776], [2.921, 4.231, -3.522], [-3.248, 6.041, -1.919], [3.320, -0.688, -0.775], [6.458, -1.849, 1.797], [4.747, -0.433, 1.215], [-1.034, -2.270, 5.291], [-6.362, 2.911, -3.861], [1.094, -3.637, -1.439], [0.873, 3.003, -0.885], [-0.879, -4.756, 3.745], [-9.700, 5.982, -5.161], [5.404, -2.948, 2.776], [2.270, -6.112, 0.577], [2.318, -3.396, 0.294], [1.112, 1.590, -3.403], [-0.681, -3.798, 3.262], [1.658, -4.670, 2.382], [-0.273, -1.184, 2.431], [5.397, 0.163, -1.016], [-3.188, 2.121, 0.360], [0.182, 4.104, 4.689], [0.186, -3.307, 3.700], [-4.106, 2.629, -1.619], [2.466, 1.658, 3.808], [-1.833, -1.925, 4.634], [-9.830, 6.708, -3.563], [-1.351, 2.992, 5.733], [-8.826, 5.345, -5.171], [-0.212, 6.029, -1.359], [-1.384, 0.185, 4.949], [5.585, -1.929, 2.429], [0.007, -3.089, 1.360], [-7.769, 2.533, -4.871], [2.206, 0.191, 4.713], [-1.172, 6.034, -1.184], [3.771, 3.816, -2.731], [0.657, -2.006, -3.299], [2.320, -1.542, 1.383], [6.351, -1.612, 0.112], [4.075, 0.216, 3.040], [1.325, 0.368, -3.883], [-0.747, -0.598, -0.843], [-2.803, -3.547, 3.536], [2.136, 0.622, 3.709], [0.709, -0.563, -3.122], [2.973, -4.521, -0.909], [-0.059, 3.502, -2.274], [0.766, -2.160, -4.368], [0.122, 0.137, -2.109], [0.692, 0.702, 3.213], [-1.199, -4.437, 1.288]]}

=====

No. 5
{"formula": "C3H6NO3", "method": "ωB97M-V with the def2-TZVPD basis set", "charge": 1, "lumo_ha": -0.2228, "orbital_gap_ev": 9.954, "largest_force_ha_per_bohr": 0.0829, "species": ["C", "H", "O", "C", "O", "H", "H", "H", "O", "H", "C", "N", "H"], "positions_angstrom": [[-0.343, -1.425, -0.583], [1.509, -0.767, 1.724], [-1.996, 1.269, 0.179], [-1.427, 0.205, 0.009], [-1.541, -0.746, -0.980], [0.383, -1.550, -1.324], [0.379, 2.174, -1.305], [0.467, 0.740, 1.915], [0.949, 1.478, -0.804], [-0.715, -2.481, -0.278], [-0.160, -0.429, 0.567], [0.621, -0.177, 1.494], [1.874, 1.709, -0.613]]}

=====

No. 6
{"formula": "C6H9F18MgN3P3", "method": "ωB97M-V with the def2-TZVPD basis set", "charge": -1, "lumo_ha": -0.1974, "orbital_gap_ev": 3.790, "largest_force_ha_per_bohr": 0.0914, "species": ["F", "C", "F", "F", "P", "F", "N", "P", "Mg", "H", "F", "H", "H", "F", "F", "H", "H", "C", "F", "C", "C", "F", "F", "H", "F", "H", "F", "H", "C", "P", "F", "F", "H", "C", "F", "N", "F", "F", "F", "N"], "positions_angstrom": [[14.852, 9.658, 2.431], [17.756, 18.283, -3.791], [18.019, 17.116, 5.087], [12.699, 10.173, 2.156], [16.478, 16.541, 5.476], [16.110, 18.023, 4.952], [11.513, 14.979, 0.008], [13.688, 10.090, 3.469], [15.467, 14.015, 0.980], [16.989, 18.526, -4.527], [14.885, 16.119, 5.681], [18.322, 17.663, -4.487], [8.652, 14.437, -1.415], [15.393, 10.907, -4.096], [12.506, 10.600, 4.489], [9.578, 15.508, -2.571], [21.328, 11.778, 3.833], [9.340, 15.274, -1.534], [16.541, 17.015, 7.052], [21.065, 11.081, 3.037], [20.033, 11.776, 2.331], [15.059, 12.453, -2.405], [17.086, 15.121, 6.032], [18.274, 19.140, -3.361], [14.073, 11.650, 3.155], [20.618, 10.217, 3.529], [14.376, 12.139, -5.594], [21.920, 10.710, 2.472], [10.561, 15.096, -0.697], [14.622, 12.273, -3.983], [14.849, 10.158, 4.664], [13.869, 13.735, -3.874], [8.808, 16.150, -1.162], [17.247, 17.438, -2.632], [13.163, 11.539, -3.775], [16.918, 16.787, -1.722], [15.991, 13.054, -4.355], [16.320, 16.082, 3.959], [13.226, 8.562, 3.819], [19.150, 12.302, 1.830]]}

=====

For each record above, in turn, the calculated M values are 1216.521 709.186 1306.126 934.515 104.085 582.350 Da.